86
Properties=species:S:1:pos:R:3:forces:R:3 method="wB97M-V/def2-TZVPD" lumo_ev=2.3 fmax_ev_per_a=0.51 e_homo_ev=-4.45 total_charge=-1 gap_ev=6.75
Bi -1.029191 0.569013 0.164238 -0.36 0.08 -0.22
C -0.603511 -1.042939 -4.250877 -0.02 -0.01 0.04
N -1.524198 -1.173658 -3.141828 -0.01 0.03 0.07
C -2.895392 -0.786209 -3.506257 -0.02 0.11 0.20
C -3.455144 0.412177 -2.740375 0.32 0.05 -0.26
C -2.786697 1.747941 -3.089578 -0.17 -0.02 -0.10
N -1.675511 2.080530 -2.229829 0.27 -0.03 0.28
C -0.708499 2.745096 -2.714653 -0.22 -0.17 -0.20
C 0.438575 3.288800 -2.007896 0.15 0.10 0.29
C 1.382651 3.966386 -2.796364 -0.03 -0.10 0.00
C 2.478816 4.604234 -2.264305 0.17 0.03 -0.04
C 2.652719 4.579925 -0.874220 -0.04 -0.02 -0.08
C 1.742501 3.947055 -0.066904 0.05 -0.03 0.05
C 0.594318 3.275119 -0.579488 -0.01 0.18 -0.09
O -0.232415 2.754344 0.258318 0.02 -0.13 -0.49
C -1.521388 -2.491477 -2.508899 0.13 -0.11 0.01
C -0.148452 -3.091254 -2.193368 -0.08 0.29 0.10
C 0.694214 -2.264768 -1.211316 0.06 -0.16 -0.06
N -0.075503 -1.989856 -0.030797 0.02 0.09 0.00
C 0.050854 -2.692254 1.022706 0.03 -0.14 -0.24
C -0.842760 -2.615536 2.151205 -0.19 0.09 0.14
C -0.526816 -3.337563 3.309178 0.01 0.03 -0.04
C -1.370904 -3.372860 4.394354 0.08 -0.05 0.13
C -2.586731 -2.679765 4.322300 0.06 0.01 -0.05
C -2.930556 -1.968348 3.199365 -0.06 0.09 0.03
C -2.068724 -1.877303 2.074355 0.02 -0.19 -0.20
O -2.421811 -1.180218 1.042866 0.15 0.12 0.23
H -0.800398 -1.758809 -5.070552 0.01 0.00 0.01
H 0.423225 -1.184555 -3.911050 0.01 0.00 -0.04
H -0.673182 -0.033148 -4.657438 0.00 0.00 0.00
H -3.567846 -1.635164 -3.339162 0.04 -0.04 -0.04
H -2.937292 -0.563611 -4.579833 0.01 -0.04 -0.02
H -3.374646 0.242655 -1.667228 -0.12 0.00 0.11
H -4.520010 0.483892 -2.976478 -0.02 -0.01 0.04
H -3.528169 2.544907 -2.970034 0.00 -0.04 0.04
H -2.483289 1.752479 -4.151965 -0.05 0.03 0.02
H -0.706815 2.973911 -3.796100 -0.03 0.03 0.03
H 1.230133 3.983626 -3.872244 -0.04 0.00 0.01
H 3.187592 5.119092 -2.900744 -0.02 -0.02 -0.01
H 3.514433 5.069938 -0.433776 -0.02 0.01 0.03
H 1.863387 3.936063 1.009429 -0.03 -0.03 0.00
H -2.052158 -3.224903 -3.145425 -0.02 0.04 0.00
H -2.073706 -2.394298 -1.570932 -0.07 -0.08 -0.03
H 0.417286 -3.264212 -3.112942 0.04 -0.02 0.02
H -0.337428 -4.067782 -1.739533 0.02 -0.04 -0.03
H 0.950373 -1.303789 -1.667441 0.10 -0.04 -0.02
H 1.627146 -2.810643 -0.984046 -0.01 0.03 -0.03
H 0.849755 -3.453001 1.090186 -0.01 0.00 -0.04
H 0.420756 -3.869404 3.341068 -0.02 -0.03 -0.02
H -1.097550 -3.917207 5.289729 -0.02 -0.01 -0.02
H -3.259076 -2.696787 5.172950 -0.02 0.02 -0.02
H -3.856002 -1.406334 3.152652 -0.01 -0.02 -0.02
O -4.727746 1.452489 1.868061 0.16 0.00 0.09
C -3.505762 1.459822 1.868976 -0.32 -0.13 -0.28
O -2.843647 1.518455 0.748117 0.25 0.17 0.19
C -2.790832 1.503377 3.213409 -0.02 0.12 0.18
C -3.641493 1.895385 4.259771 0.02 -0.04 -0.08
C -3.224089 2.016016 5.566898 0.02 0.02 0.00
C -1.895584 1.743885 5.872974 -0.04 -0.01 0.08
C -1.035493 1.363600 4.869912 0.04 0.01 -0.11
C -1.447674 1.236562 3.531099 -0.12 -0.11 -0.07
S -0.127709 0.690471 2.495176 0.12 0.06 0.44
H -4.666856 2.098830 3.988118 -0.03 -0.02 0.02
H -3.920265 2.321493 6.338215 0.00 0.00 -0.01
H -1.539970 1.823678 6.893925 0.04 0.00 -0.02
H 0.002876 1.143543 5.086572 -0.02 0.00 0.08
C 4.312112 -1.341849 -1.888011 0.08 0.04 0.04
N 3.766595 -0.128217 -1.301553 -0.20 -0.04 -0.03
C 3.221706 0.794705 -2.284665 0.00 0.01 0.06
C 3.049858 -0.206859 -0.106216 0.12 -0.08 -0.09
O 1.946176 0.300957 0.017339 -0.07 0.11 0.12
N 3.682671 -0.872242 0.910965 -0.05 0.02 0.06
C 5.118750 -1.047941 0.973523 -0.04 0.00 -0.03
C 2.968075 -1.095106 2.156217 0.00 -0.06 -0.08
H 3.705991 -1.647933 -2.747929 -0.02 -0.01 0.01
H 4.307302 -2.160203 -1.172204 0.01 0.02 0.00
H 5.337653 -1.182902 -2.234316 -0.01 -0.03 -0.01
H 4.029125 1.140038 -2.932782 -0.02 -0.01 -0.02
H 2.777301 1.642137 -1.774226 0.00 0.12 -0.04
H 2.446676 0.324165 -2.903807 0.00 0.00 0.03
H 5.610243 -0.406661 0.245533 0.01 -0.02 -0.01
H 5.417621 -2.085892 0.793053 0.02 0.01 0.02
H 5.464317 -0.770311 1.971604 0.01 0.03 -0.01
H 1.919462 -0.852553 2.026063 -0.01 -0.07 0.01
H 3.367096 -0.459061 2.951471 0.00 0.01 -0.01
H 3.068551 -2.141412 2.457695 -0.01 0.02 0.03